Record 1
A structure of composition C36H80AsF6N4 in a non-equilibrium geometry, computed with ωB97M-V with the def2-TZVPD basis set.

Output
total charge: +3
frontier orbital gap: 11.17 eV
largest force on an atom: 0.0556 hartree/bohr
E: -121712.1914 eV

Geometry as XYZ:
```
127
C36H80AsF6N4 ωB97M-V with the def2-TZVPD basis set
C -1.75 -0.51 -6.62
C -2.48 0.64 -7.35
C -1.92 2.09 -6.93
C -2.77 2.78 -5.78
N -2.45 4.32 -5.64
C -2.78 4.90 -4.28
C -1.90 6.13 -4.12
C -0.68 5.94 -5.12
C -0.92 4.59 -5.74
C -3.11 5.20 -6.74
H -2.11 -1.53 -6.75
H -1.56 -0.27 -5.58
H -0.72 -0.48 -6.98
H -3.56 0.69 -7.20
H -2.40 0.57 -8.43
H -2.05 2.70 -7.83
H -0.83 2.06 -6.82
H -2.63 2.29 -4.83
H -3.84 2.74 -6.03
H -3.83 5.15 -4.15
H -2.43 4.07 -3.66
H -2.45 7.02 -4.39
H -1.54 6.23 -3.09
H -0.75 6.73 -5.88
H 0.30 5.97 -4.64
H -0.74 4.51 -6.81
H -0.46 3.75 -5.23
H -4.19 5.14 -6.77
H -2.76 4.88 -7.72
H -2.81 6.24 -6.61
C 5.81 -1.72 -4.10
C 5.22 -0.35 -4.27
C 6.17 0.86 -4.06
C 6.77 0.99 -2.59
N 7.94 1.95 -2.43
C 8.00 2.59 -1.02
C 6.99 3.76 -0.92
C 6.62 3.91 -2.43
C 7.73 3.21 -3.27
C 9.27 1.34 -2.88
H 6.02 -1.91 -3.05
H 6.69 -1.88 -4.72
H 5.16 -2.47 -4.55
H 4.36 -0.25 -3.60
H 4.76 -0.31 -5.25
H 5.54 1.72 -4.30
H 6.96 0.85 -4.81
H 7.04 0.02 -2.18
H 6.01 1.37 -1.91
H 9.01 2.99 -0.89
H 7.79 1.79 -0.31
H 7.46 4.55 -0.33
H 6.16 3.44 -0.29
H 6.66 4.99 -2.56
H 5.56 3.65 -2.55
H 8.63 3.82 -3.29
H 7.48 3.03 -4.31
H 9.26 0.94 -3.89
H 9.25 0.57 -2.11
H 10.04 2.09 -2.69
C 4.49 -4.34 5.31
C 3.91 -5.68 5.76
C 3.14 -6.46 4.66
C 1.91 -5.72 3.99
N 1.24 -6.65 2.96
C -0.13 -6.01 2.42
C -1.16 -7.12 2.28
C -0.49 -8.37 2.72
C 0.63 -7.94 3.58
C 2.20 -6.84 1.76
H 3.71 -3.61 5.12
H 5.21 -4.28 4.49
H 5.12 -4.08 6.17
H 3.26 -5.44 6.60
H 4.70 -6.32 6.16
H 2.91 -7.40 5.15
H 3.87 -6.60 3.86
H 2.14 -4.81 3.44
H 1.19 -5.39 4.75
H 0.01 -5.61 1.42
H -0.47 -5.37 3.24
H -1.48 -7.32 1.26
H -2.02 -6.84 2.90
H -0.06 -8.95 1.91
H -1.08 -9.10 3.27
H 1.44 -8.67 3.57
H 0.37 -7.93 4.64
H 1.70 -7.32 0.92
H 3.04 -7.43 2.11
H 2.54 -5.84 1.48
C -6.90 -1.07 1.84
C -6.60 -1.10 3.34
C -6.68 0.36 3.97
C -6.58 0.31 5.49
N -6.57 1.67 6.27
C -7.76 2.58 6.02
C -7.48 3.38 4.84
C -5.97 3.44 4.79
C -5.38 2.58 5.91
C -6.53 1.23 7.80
H -6.76 -2.10 1.52
H -6.14 -0.43 1.40
H -7.91 -0.72 1.61
H -5.62 -1.54 3.50
H -7.25 -1.88 3.74
H -7.55 0.86 3.56
H -5.79 0.89 3.62
H -5.77 -0.31 5.86
H -7.42 -0.29 5.82
H -7.81 3.17 6.93
H -8.59 1.88 5.89
H -7.99 4.34 4.92
H -7.93 2.96 3.95
H -5.51 4.42 4.90
H -5.55 3.05 3.86
H -5.17 3.11 6.84
H -4.54 1.92 5.69
H -5.57 0.74 7.93
H -7.38 0.56 7.92
H -6.50 2.14 8.40
As -0.14 1.04 1.03
F 0.61 1.81 -0.37
F -1.70 1.04 0.19
F -0.87 0.22 2.47
F 1.39 1.06 1.93
F -0.47 2.68 1.68
F 0.27 -0.57 0.30
```

Löwdin atomic charge list, values in e, 2 entries: C -0.097; C -0.220

=====

Record 2
A cluster of 7 separate species, C36H80F4N7O10S4 in total in a non-equilibrium geometry, computed with ωB97M-V with the def2-TZVPD basis set.

Output
total charge: +3
frontier orbital gap: 4.22 eV
largest force on an atom: 0.1811 hartree/bohr
E: -123714.8457 eV

Geometry as XYZ:
```
141
C36H80F4N7O10S4 ωB97M-V with the def2-TZVPD basis set
C -2.68 -2.27 4.07
C -2.26 -1.44 5.28
O -1.90 -1.88 6.32
N -2.06 0.01 5.06
H -1.52 0.12 4.18
H -2.94 0.56 5.00
C -1.19 0.71 6.11
H -1.83 -2.48 3.42
H -3.50 -1.79 3.54
H -2.93 -3.30 4.32
H -0.20 0.35 5.86
H -1.43 0.34 7.10
H -1.38 1.78 6.17
C -4.38 -5.33 -2.28
C -3.44 -5.78 -1.16
C -3.00 -7.25 -1.38
C -1.80 -7.61 -0.52
C -0.62 -6.68 -0.79
C -0.93 -5.18 -0.51
N -2.21 -4.85 -1.20
O -2.52 -3.67 -1.12
C 0.21 -4.37 -1.22
C -0.98 -4.88 1.03
C -4.20 -5.57 0.15
H -5.14 -6.07 -2.54
H -3.75 -5.22 -3.16
H -4.92 -4.41 -2.09
H -2.66 -7.32 -2.41
H -3.87 -7.88 -1.21
H -1.35 -8.58 -0.76
H -2.04 -7.81 0.53
H -0.40 -6.75 -1.86
H 0.30 -7.07 -0.36
H 1.22 -4.67 -0.94
H 0.07 -3.33 -0.93
H 0.08 -4.42 -2.30
H -1.28 -5.78 1.57
H -1.79 -4.18 1.24
H -0.05 -4.49 1.42
H -4.90 -6.40 0.28
H -4.72 -4.63 0.30
H -3.52 -5.75 0.99
C 6.82 -3.95 -0.32
C 6.01 -3.19 -1.44
C 5.39 -1.95 -0.85
N 4.61 -1.02 -1.77
C 5.50 -0.53 -2.92
C 4.16 0.30 -1.10
C 2.75 0.57 -1.61
C 2.16 -0.79 -1.66
C 3.28 -1.70 -2.24
H 7.32 -3.26 0.36
H 7.64 -4.45 -0.84
H 6.22 -4.69 0.20
H 5.25 -3.80 -1.94
H 6.84 -2.99 -2.11
H 6.11 -1.24 -0.45
H 4.71 -2.25 -0.05
H 6.30 0.07 -2.50
H 4.92 0.14 -3.54
H 5.94 -1.40 -3.41
H 4.90 1.08 -1.26
H 4.07 0.22 -0.01
H 2.80 1.02 -2.60
H 2.20 1.22 -0.94
H 1.31 -0.83 -2.35
H 1.75 -1.10 -0.69
H 3.32 -1.83 -3.32
H 3.21 -2.64 -1.71
C 1.68 3.70 0.99
C 3.08 4.24 0.64
C 3.10 5.78 0.52
N 4.43 6.42 0.25
C 5.34 6.27 1.47
C 4.16 7.93 0.05
C 3.99 8.08 -1.47
C 4.49 6.81 -2.19
C 5.05 5.93 -1.06
H 1.21 3.67 0.00
H 1.23 4.26 1.81
H 1.77 2.66 1.28
H 3.47 3.71 -0.22
H 3.72 4.04 1.51
H 2.65 6.10 1.46
H 2.50 6.06 -0.35
H 4.84 6.87 2.24
H 6.36 6.61 1.35
H 5.30 5.24 1.83
H 5.09 8.48 0.22
H 3.36 8.31 0.67
H 4.55 8.92 -1.86
H 2.93 8.18 -1.71
H 5.24 7.07 -2.94
H 3.68 6.25 -2.64
H 6.11 6.13 -0.91
H 4.94 4.89 -1.32
C -5.36 -0.75 -1.76
C -4.10 0.11 -1.51
C -3.84 1.05 -2.68
N -2.65 2.00 -2.70
C -1.36 1.21 -2.81
C -2.62 2.99 -3.87
C -3.40 4.24 -3.47
C -3.13 4.38 -1.99
C -2.65 2.99 -1.50
H -5.53 -0.99 -2.81
H -6.26 -0.39 -1.28
H -5.16 -1.71 -1.27
H -3.24 -0.55 -1.40
H -4.37 0.67 -0.62
H -4.66 1.77 -2.77
H -3.91 0.49 -3.62
H -0.58 1.90 -2.51
H -1.24 0.91 -3.85
H -1.41 0.31 -2.21
H -1.57 3.27 -4.02
H -2.96 2.47 -4.76
H -2.98 4.99 -4.13
H -4.43 4.00 -3.76
H -2.38 5.17 -1.96
H -3.96 4.81 -1.42
H -1.66 3.19 -1.10
H -3.27 2.60 -0.70
N -4.61 0.82 5.02
S -5.37 0.67 6.33
O -5.71 -0.63 6.85
O -6.25 1.78 6.60
F -4.16 1.10 7.30
S -5.85 0.36 4.03
O -7.02 1.17 3.99
O -6.07 -1.03 3.77
F -5.11 0.77 2.66
N -0.61 -0.14 2.71
S -1.27 -0.15 1.14
O -1.26 -1.40 0.45
O -1.02 1.04 0.37
F -2.76 -0.04 1.66
S 0.70 -0.79 2.29
O 1.72 0.06 1.76
O 0.74 -2.18 1.94
F 1.26 -0.90 3.82
```

Löwdin atomic charge list, values in e, 2 entries: C 0.036; C -0.383

=====

Record 3
A cluster of 7 separate species, C36H80N2O17 in total in a non-equilibrium geometry, computed with ωB97M-V with the def2-TZVPD basis set.

Output
total charge: 0
frontier orbital gap: 8.89 eV
SMILES string: CC(=O)OC[C@]1(CCC(N)=O)C[C@@H](CCO)NC1=O.COCCOC.COCCOC.COCCOC.COCCOC.COCCOC.COCCOC
largest force on an atom: 0.0221 hartree/bohr
E: -76409.5982 eV

Geometry as XYZ:
```
135
C36H80N2O17 ωB97M-V with the def2-TZVPD basis set
C -1.92 -1.18 2.26
C -0.97 -0.43 1.37
O -1.32 0.48 0.65
O 0.34 -0.77 1.46
C 0.96 -1.20 0.23
C 0.85 -2.70 0.00
C -0.52 -3.18 -0.52
C -0.72 -3.12 -2.04
C -0.89 -1.73 -2.63
N -1.85 -0.86 -2.04
O -0.29 -1.40 -3.62
C 1.19 -3.47 1.30
C 1.79 -4.83 0.78
C 1.05 -6.15 1.07
C -0.04 -6.06 2.12
O -0.53 -7.37 2.36
N 2.09 -4.64 -0.64
C 1.95 -3.24 -0.91
O 2.61 -2.62 -1.70
H -2.24 -0.53 3.07
H -2.80 -1.44 1.68
H -1.49 -2.08 2.68
H 2.03 -0.95 0.31
H 0.57 -0.60 -0.59
H -1.32 -2.59 -0.06
H -0.68 -4.21 -0.17
H -1.65 -3.66 -2.29
H 0.09 -3.60 -2.59
H -2.56 -1.36 -1.53
H -1.45 -0.15 -1.44
H 2.01 -2.95 1.80
H 0.31 -3.51 1.93
H 2.76 -4.90 1.28
H 0.63 -6.58 0.15
H 1.78 -6.89 1.43
H 0.37 -5.60 3.03
H -0.84 -5.39 1.77
H -1.21 -7.32 3.04
H 1.45 -5.12 -1.27
C 4.36 -1.33 4.17
O 3.94 -0.78 2.93
C 3.01 0.28 3.07
C 3.65 1.65 2.99
O 4.55 1.89 4.05
C 5.91 1.66 3.72
H 5.26 -1.90 3.98
H 4.57 -0.55 4.90
H 3.59 -2.00 4.57
H 2.45 0.18 4.01
H 2.29 0.19 2.25
H 2.86 2.41 3.05
H 4.16 1.77 2.02
H 6.32 2.50 3.15
H 6.03 0.74 3.14
H 6.47 1.57 4.65
C -6.10 1.78 1.96
O -4.86 1.95 2.63
C -3.81 2.41 1.79
C -3.60 3.90 1.89
O -4.72 4.65 1.45
C -5.57 5.09 2.49
H -6.87 1.72 2.72
H -6.31 2.62 1.30
H -6.10 0.85 1.38
H -4.01 2.13 0.75
H -2.90 1.90 2.10
H -2.76 4.18 1.25
H -3.35 4.18 2.92
H -5.14 5.97 2.99
H -5.74 4.31 3.23
H -6.52 5.36 2.04
C -0.20 0.90 5.05
O 0.41 -0.05 5.90
C 1.39 0.51 6.76
C 0.84 0.79 8.14
O -0.18 1.78 8.13
C -1.49 1.25 8.15
H -1.11 0.46 4.65
H -0.46 1.83 5.57
H 0.46 1.15 4.21
H 1.81 1.42 6.33
H 2.19 -0.23 6.85
H 1.65 1.18 8.76
H 0.47 -0.13 8.60
H -1.77 0.94 9.16
H -1.59 0.40 7.47
H -2.17 2.04 7.83
C 3.01 -1.42 -8.73
O 3.98 -0.73 -7.97
C 3.84 0.68 -8.00
C 3.10 1.22 -6.80
O 1.76 0.77 -6.74
C 1.56 -0.34 -5.87
H 3.02 -2.45 -8.41
H 2.01 -1.00 -8.58
H 3.26 -1.38 -9.80
H 3.33 0.99 -8.92
H 4.85 1.11 -8.01
H 3.07 2.31 -6.87
H 3.63 0.96 -5.88
H 1.51 0.00 -4.83
H 2.36 -1.08 -5.97
H 0.61 -0.79 -6.12
C -4.78 -3.21 -6.45
O -3.59 -3.02 -5.72
C -2.65 -2.17 -6.37
C -2.70 -0.75 -5.86
O -3.94 -0.11 -6.14
C -4.84 -0.12 -5.04
H -5.53 -3.60 -5.76
H -5.15 -2.27 -6.88
H -4.63 -3.93 -7.26
H -2.81 -2.19 -7.46
H -1.66 -2.57 -6.17
H -1.92 -0.17 -6.37
H -2.49 -0.73 -4.79
H -4.57 0.64 -4.31
H -4.86 -1.10 -4.55
H -5.83 0.10 -5.43
C 0.35 3.23 -0.24
O 1.54 3.32 0.52
C 2.68 3.70 -0.24
C 2.98 5.18 -0.12
O 1.95 5.99 -0.64
C 1.06 6.48 0.35
H -0.48 3.24 0.47
H 0.24 4.07 -0.93
H 0.32 2.29 -0.80
H 2.53 3.43 -1.29
H 3.53 3.13 0.14
H 3.89 5.39 -0.69
H 3.18 5.43 0.93
H 1.50 7.33 0.88
H 0.79 5.71 1.07
H 0.16 6.82 -0.17
```

Löwdin atomic charge list, values in e, 2 entries: C 0.035; C -0.510